Record 1
# C16H48N3O7

7 unconnected molecules or ions with the total composition C16H48N3O7 in a non-equilibrium geometry (ωB97M-V/def2-TZVPD, the Open Molecules 2025 dataset).

Each line ends with the Löwdin charge.
CARTESIAN COORDINATES (ANGSTROEM)
1 O -1.8530 -0.1521 0.3878  0.13
2 H -2.1136 -0.6934 1.1539  0.09
3 H -1.0091 -0.5306 0.0186  0.09
4 H -2.5519 -0.2970 -0.3805  0.07
5 C -0.4895 -3.7773 -1.4390  -0.16
6 C -1.0982 -4.5576 -2.6552  -0.63
7 O -2.4176 -4.7630 -2.6299  -0.36
8 H 0.5575 -3.4664 -1.5931  0.03
9 H -0.4238 -4.5545 -0.6630  0.04
10 H -1.0572 -2.9547 -0.9989  0.03
11 H -0.5590 -5.5310 -2.7131  0.06
12 H -0.7672 -3.9384 -3.5351  0.05
13 C -5.8248 0.4205 -1.8454  -0.13
14 C -4.3128 0.1656 -1.7720  -0.52
15 O -3.8804 -0.8764 -0.9836  -0.31
16 H -6.3607 -0.5048 -2.0673  0.06
17 H -6.1155 1.1599 -2.5976  0.05
18 H -6.2122 0.7850 -0.8864  0.05
19 H -3.7625 1.0937 -1.4974  0.08
20 H -4.0261 0.0735 -2.8430  0.08
21 C 0.8277 2.6773 3.2001  -0.05
22 C -0.5680 2.4254 2.6029  -0.44
23 C -1.5976 2.3663 3.7033  -0.21
24 O -1.2613 1.5701 4.8381  -0.21
25 C -2.2495 1.6224 5.8304  -0.13
26 N -1.0333 3.4475 1.6640  0.05
27 H 1.4740 2.6950 2.3116  0.06
28 H 1.1955 1.8774 3.8367  0.06
29 H 0.9774 3.6808 3.6038  0.08
30 H -0.5199 1.5023 2.0222  0.12
31 H -2.5401 2.0177 3.2618  0.13
32 H -1.8237 3.3348 4.1770  0.12
33 H -2.2847 2.6723 6.1663  0.08
34 H -1.9538 1.0518 6.7074  0.08
35 H -3.2611 1.3702 5.5001  0.09
36 H -0.2996 3.6729 0.9932  0.07
37 H -0.9943 4.3231 2.1925  0.07
38 C 3.2513 -2.3003 1.9228  -0.05
39 C 3.6772 -0.8326 1.7337  -0.43
40 C 2.9128 -0.1434 0.6313  -0.22
41 O 3.0983 -0.6939 -0.6510  -0.21
42 C 4.3426 -0.4754 -1.2631  -0.10
43 N 3.5577 -0.0651 2.9722  0.03
44 H 2.1820 -2.4616 1.7774  0.08
45 H 3.5863 -2.6601 2.8958  0.07
46 H 3.7388 -2.9478 1.1888  0.08
47 H 4.7449 -0.8502 1.5013  0.12
48 H 2.9181 0.9524 0.7290  0.12
49 H 1.8378 -0.2487 0.8412  0.12
50 H 4.4877 -1.1424 -2.1151  0.09
51 H 5.1658 -0.7440 -0.5947  0.08
52 H 4.4578 0.5298 -1.6805  0.09
53 H 4.3426 -0.2721 3.5767  0.07
54 H 2.7531 -0.2454 3.5603  0.07
55 C 0.0783 1.9622 -2.1904  -0.05
56 C 0.1857 0.5085 -2.6378  -0.40
57 C 1.1725 0.1711 -3.7397  -0.20
58 O 0.7305 0.8442 -4.8985  -0.16
59 C 1.4634 0.4261 -6.0222  -0.13
60 N 0.2961 -0.3982 -1.4576  0.07
61 H -0.2624 2.5900 -3.0125  0.08
62 H 1.1278 2.2319 -1.9865  0.07
63 H -0.5013 2.1677 -1.2942  0.06
64 H -0.8261 0.2688 -2.9865  0.15
65 H 1.0983 -0.9174 -3.8350  0.13
66 H 2.1667 0.4650 -3.3726  0.12
67 H 2.5067 0.7552 -6.0294  0.08
68 H 0.9994 0.7506 -6.9559  0.08
69 H 1.4279 -0.6626 -6.1564  0.09
70 H 0.2505 -1.2953 -1.9398  0.06
71 H 1.2437 -0.3224 -1.0827  0.04
72 O -1.2969 -1.2670 2.8241  -0.04
73 H -0.8480 -1.0753 3.6534  0.05
74 H -1.8776 -2.0107 3.0226  0.07

The value obtained for the highest occupied orbital energy is -0.070 Ha. The value obtained for the LUMO energy is 1.9 eV. Its calculated total energy is -1329.14233 Eh. As for the net charge: -1.

---

Record 2
# C21H57N9O13P3V

A molecular structure, C21H57N9O13P3V in a non-equilibrium geometry (ωB97M-V/def2-TZVPD, the Open Molecules 2025 dataset).

Each line ends with the Löwdin charge.
CARTESIAN COORDINATES (ANGSTROEM)
1 O -4.4166 -9.4353 -18.5816  -0.31
2 V -5.4709 -8.2888 -19.0548  1.10
3 O -6.2676 -6.3746 -14.9952  0.10
4 C -5.7612 -6.5101 -16.2046  -0.79
5 O -5.5727 -5.4176 -16.8829  -0.03
6 O -5.4861 -7.6315 -16.7208  -0.08
7 H -6.2154 -5.4568 -15.2718  0.07
8 O -1.8047 -5.7448 -19.5499  0.05
9 C -3.1379 -5.6100 -19.3223  -0.77
10 O -3.5223 -4.4406 -18.9671  -0.03
11 O -3.8028 -6.6673 -19.4493  -0.07
12 H -1.7332 -4.8472 -19.2168  0.07
13 O -8.6758 -5.6001 -20.5218  0.09
14 C -7.4581 -5.6250 -19.9966  -0.80
15 O -6.8719 -4.5906 -19.6501  0.03
16 O -6.8191 -6.7080 -19.7048  -0.14
17 H -8.9275 -4.7114 -20.7836  0.11
18 O -2.9586 -11.7490 -19.3769  -0.31
19 P -1.6641 -12.0397 -18.6873  0.67
20 N -0.1872 -11.3024 -19.3574  -0.30
21 C -0.1080 -9.8390 -19.3187  -0.10
22 C 0.4175 -11.8320 -20.6306  -0.11
23 N -1.2728 -13.7066 -18.7085  -0.32
24 C -0.0449 -14.1926 -18.0747  -0.12
25 C -1.9890 -14.6853 -19.4495  -0.14
26 N -1.6991 -11.6606 -17.0071  -0.27
27 C -0.5611 -11.2603 -16.1963  -0.14
28 C -3.0716 -11.5629 -16.3871  -0.08
29 H -0.0760 -9.7016 -18.2378  0.06
30 H -0.9511 -9.3928 -19.8460  0.09
31 H 0.8886 -9.5458 -19.6486  0.08
32 H 0.0925 -11.3167 -21.5344  0.06
33 H 0.1623 -12.8672 -20.8572  0.06
34 H 1.4983 -11.8097 -20.4910  0.07
35 H 0.9009 -13.7272 -18.3518  0.07
36 H -0.0462 -14.2168 -16.9849  0.07
37 H 0.1455 -15.1971 -18.4526  0.07
38 H -1.4786 -14.7318 -20.4115  0.07
39 H -2.0766 -15.6579 -18.9652  0.08
40 H -2.9826 -14.2652 -19.6058  0.06
41 H -0.7541 -10.3151 -15.6889  0.09
42 H -0.1383 -12.0470 -15.5715  0.07
43 H 0.2805 -11.1110 -16.8727  0.05
44 H -3.0752 -10.8580 -15.5557  0.08
45 H -3.3535 -12.4702 -15.8529  0.07
46 H -3.7991 -11.2115 -17.1188  0.04
47 O -7.0476 -9.8050 -18.8509  -0.34
48 P -7.9614 -11.0331 -18.7326  0.77
49 N -8.2470 -11.4979 -17.0203  -0.30
50 C -7.5526 -10.7819 -15.9361  -0.08
51 C -8.8889 -12.7025 -16.5934  -0.17
52 N -7.4660 -12.4079 -19.6085  -0.28
53 C -6.1870 -13.1235 -19.2451  -0.07
54 C -8.5249 -13.0614 -20.4713  -0.10
55 N -9.5866 -10.5791 -19.2146  -0.31
56 C -9.8276 -9.3885 -20.0531  -0.10
57 C -10.7732 -11.3871 -18.9816  -0.13
58 H -6.5605 -11.2020 -15.7707  0.08
59 H -8.1535 -11.0505 -15.0673  0.08
60 H -7.4761 -9.7255 -16.1937  0.08
61 H -8.3072 -13.2060 -15.8213  0.08
62 H -8.9547 -13.3741 -17.4494  0.06
63 H -9.8966 -12.6335 -16.1836  0.08
64 H -5.3277 -12.4566 -19.3156  0.06
65 H -6.1818 -13.6697 -18.3018  0.07
66 H -5.9265 -13.8601 -20.0051  0.07
67 H -8.0009 -13.6920 -21.1895  0.07
68 H -9.1712 -13.6543 -19.8241  0.06
69 H -9.1613 -12.3815 -21.0376  0.07
70 H -10.1556 -8.5796 -19.4002  0.09
71 H -8.9920 -9.0006 -20.6357  0.07
72 H -10.6575 -9.5132 -20.7486  0.07
73 H -11.2684 -10.7702 -18.2318  0.09
74 H -10.4342 -12.3342 -18.5620  0.04
75 H -11.4407 -11.4639 -19.8399  0.08
76 O -5.3462 -9.1501 -21.0521  -0.30
77 P -5.0525 -8.9671 -22.5000  0.63
78 N -5.7286 -7.5326 -23.2352  -0.27
79 C -7.0626 -7.5404 -23.8186  -0.11
80 C -5.4202 -6.1706 -22.6614  -0.08
81 N -5.6368 -10.1343 -23.5678  -0.30
82 C -5.3079 -10.3467 -25.0281  -0.06
83 C -6.7220 -11.0105 -23.2000  -0.13
84 N -3.4419 -8.9609 -22.8547  -0.29
85 C -2.6783 -10.2465 -22.5298  -0.06
86 C -2.8101 -8.2006 -23.8686  -0.14
87 H -7.5392 -6.5700 -23.9576  0.09
88 H -7.7229 -8.0751 -23.1358  0.07
89 H -6.9827 -8.0590 -24.7739  0.06
90 H -4.4767 -6.2328 -22.1192  0.08
91 H -6.1266 -5.5493 -22.1108  0.08
92 H -5.0292 -5.5484 -23.4664  0.07
93 H -6.2071 -9.9531 -25.5021  0.07
94 H -4.5070 -9.7082 -25.4009  0.07
95 H -5.0688 -11.4037 -25.1451  0.08
96 H -7.5655 -10.3224 -23.1434  0.07
97 H -7.1088 -11.7602 -23.8902  0.08
98 H -6.4746 -11.4939 -22.2549  0.07
99 H -3.2168 -10.7692 -21.7392  0.06
100 H -2.6212 -11.0396 -23.2753  0.07
101 H -1.6984 -9.8719 -22.2340  0.07
102 H -2.4237 -8.8345 -24.6667  0.08
103 H -1.9916 -7.7143 -23.3378  0.09
104 H -3.4600 -7.3920 -24.2031  0.07

The value obtained for the highest occupied orbital energy (spin up / spin down) is -0.162 / -0.162 Ha. The value obtained for the LUMO energy (spin up / spin down) is 2.0 / 2.0 eV. Its calculated total energy is -4273.50426 Eh. The spin multiplicity is 2. As for the net charge: -1.